Record 1
CH3BBr2O2 | ωB97M-V/def2-TZVPD

```
9
Properties=species:S:1:pos:R:3:forces:R:3
B 0.949134 0.036278 0.142464 -1.5 -0.4 -0.9
C -2.528373 -0.752874 0.697590 0.1 -1.5 0.6
O 1.132808 0.261645 -1.153046 1.7 1.0 -3.3
O 1.851203 0.390098 1.022308 1.2 0.2 2.7
Br -3.280846 -1.954437 -0.567322 0.1 0.6 0.0
Br -2.651342 1.003226 0.295622 -0.4 1.0 -0.6
H -0.127510 -0.443209 0.331681 0.4 -0.1 0.7
H 1.987402 0.684943 -1.475651 -1.7 -0.9 0.8
H 2.667520 0.774327 0.706357 0.1 0.1 -0.1
```
Forces are in eV/Å.

The calculation puts the relative energy (zero: lowest compared OMol25 entry of this formula, charge and spin) at 88.6 kcal/mol. As for the HOMO energy: -0.329 hartree. As for the largest force on an atom: 3.79 eV Å⁻¹. The calculation puts the total energy at -5363.22251 hartree.

---

Record 2
C4H5FN2OS | ωB97M-V/def2-TZVPD

```
14
Properties=species:S:1:pos:R:3:forces:R:3
C -1.662637 -0.873482 1.378162 -0.5 -0.1 -1.5
C -0.334794 -1.184223 1.746350 0.9 0.3 -0.5
C -1.534057 0.148852 0.441471 2.9 -2.1 1.9
C 1.189954 0.388326 -1.902529 3.3 -0.2 1.6
N 0.521587 -0.388738 1.090022 0.8 -1.9 1.2
N -0.175519 0.348421 0.284524 -1.7 1.3 -0.1
O 1.845350 1.935281 0.305789 1.1 0.3 0.4
F 1.987021 1.034747 -2.888296 -0.9 -0.7 1.4
S 0.707498 1.659936 -0.517094 -1.0 -1.4 -1.7
H -2.602755 -1.446384 1.412309 0.7 0.5 0.8
H 0.137331 -1.933795 2.389194 -0.7 0.3 -0.1
H -2.226023 0.723935 -0.003048 -2.2 1.8 -1.7
H 1.853714 -0.491396 -1.351222 -1.9 2.3 -1.5
H 0.293330 0.078520 -2.385632 -0.7 -0.5 -0.2
```
Forces are in eV/Å.

The calculation puts the relative energy (zero: lowest compared OMol25 entry of this formula, charge and spin) at 31.1 kcal/mol. As for the HOMO energy: -0.355 hartree. As for the largest force on an atom: 4.06 eV Å⁻¹. The calculation puts the total energy at -838.12129 hartree.

---

Record 3
C2H4FNO3 | ωB97M-V/def2-TZVPD

```
11
Properties=species:S:1:pos:R:3:forces:R:3
C 0.659609 0.126212 -0.096916 -0.6 1.9 2.1
C -0.808304 -0.235711 0.177836 0.7 -1.2 2.0
N -1.020590 -1.911940 0.264457 0.2 4.0 -0.3
O -0.506101 -2.466756 1.157145 1.0 -1.8 1.0
O -1.846109 -2.267273 -0.526431 -0.9 -2.0 -0.7
O -1.778300 0.122169 -0.594990 -0.8 1.1 -1.7
F -1.129230 0.054942 1.512904 0.5 0.0 -0.7
H 1.242145 -0.719079 0.231204 0.5 -0.1 -0.2
H 0.840824 0.501766 -1.073323 0.0 -0.5 -1.2
H 0.987400 1.053888 0.526279 -0.9 -1.8 -0.6
H -2.308833 -0.682629 -0.842419 0.4 0.4 0.1
```
Forces are in eV/Å.

The SMILES is C[C@](O)(F)[N+](=O)[O-]. The calculation puts the relative energy (zero: lowest compared OMol25 entry of this formula, charge and spin) at 14.8 kcal/mol. As for the HOMO energy: -0.408 hartree. As for the largest force on an atom: 4.00 eV Å⁻¹. The calculation puts the total energy at -458.84109 hartree.

---

Record 4
C31H47Cl3MoN4O2 | ωB97M-V/def2-TZVPD

```
88
Properties=species:S:1:pos:R:3:forces:R:3
Mo -0.294835 -0.431723 0.226425 -0.8 0.1 1.9
C -2.278302 -2.555542 3.389488 0.7 -0.3 0.8
C -1.050185 -1.309053 1.995441 1.5 0.0 -1.9
N -2.151125 -2.093765 2.107070 -0.4 0.8 0.5
H -0.786092 -2.441528 5.035119 -0.2 0.0 0.0
N -0.395465 -1.453317 3.175826 -0.5 0.4 0.0
H -3.120051 -3.129395 3.727186 0.0 -0.2 0.0
C -1.116827 1.417812 0.868222 0.5 -0.9 -0.2
C -0.494674 2.540241 0.281979 -0.5 0.6 0.6
C -0.650597 3.807419 0.858865 0.2 -0.4 -0.3
C -1.461706 3.988417 1.983532 -0.1 -0.2 -0.2
C -2.154902 2.894944 2.507648 0.2 -0.3 -0.2
C -1.949689 1.610746 1.982789 -0.2 1.1 -0.1
H 0.125000 2.398022 -0.609941 -0.1 0.2 0.2
H -0.118630 4.660875 0.430446 -0.1 -0.1 0.1
H -2.833753 3.041436 3.352395 0.2 0.0 -0.1
H -2.444748 0.759222 2.447174 0.1 0.1 0.0
C -1.571165 5.347196 2.599097 0.0 0.2 0.0
H -2.044180 5.282979 3.580516 0.1 0.1 0.0
H -2.160641 6.033319 1.980065 0.0 0.0 0.1
H -0.570609 5.780431 2.700669 -0.1 0.1 0.1
C -2.975243 -2.414446 0.944929 0.4 0.4 0.8
C -3.155837 -3.925700 0.915797 0.1 -0.6 -0.4
C -4.317078 -1.703118 1.061651 -0.3 0.3 -0.3
H -3.839613 -4.269035 1.713068 0.2 0.2 -0.3
H -3.572880 -4.240974 -0.048457 -0.1 0.1 0.1
H -2.189848 -4.440528 1.042853 -0.3 0.3 0.0
H -2.588616 -2.067587 -1.168210 -0.2 -0.2 0.0
H -1.100218 -2.225865 -0.193601 -1.0 0.0 -0.1
H -4.174623 -0.641659 1.284196 0.1 -0.1 0.0
C -2.157046 -1.809159 -0.200348 -0.6 -0.6 -1.5
H -4.953770 -2.133864 1.843246 0.2 0.0 -0.1
H -4.842488 -1.773541 0.102752 -0.1 0.0 0.1
H -2.253640 -0.675583 -0.110876 0.3 -0.5 -0.3
C -1.142556 -2.190367 4.050366 -0.9 -0.4 0.3
C 0.636588 0.477611 4.219670 0.1 0.5 0.0
H 0.103362 0.255701 5.153406 0.1 0.0 -0.2
H 1.599496 0.935940 4.471777 -0.1 0.0 0.0
C 0.885837 -0.793766 3.416732 -0.8 -0.2 -0.2
H 2.456782 -0.238595 2.035730 0.0 -0.1 0.0
C 1.785855 -1.733878 4.203703 0.6 -0.2 -0.2
H 1.867132 -2.722977 3.725318 -0.1 0.3 0.2
H 0.047028 1.199884 3.642321 0.1 -0.2 0.1
H 0.905965 0.464895 1.597594 0.4 -0.4 0.3
H 1.430640 -1.839593 5.237859 0.0 0.0 -0.2
H 2.796220 -1.301091 4.256509 -0.2 0.0 0.0
C 1.389270 -0.478838 2.003694 1.3 0.3 -0.5
H 1.277075 -1.365237 1.304862 0.3 0.5 0.7
C 1.609415 1.770540 -5.307176 0.5 0.2 -0.3
N 0.749107 1.368569 -4.307242 0.6 0.0 -0.2
H 3.691521 2.415819 -5.162488 0.0 0.0 0.0
N 2.617114 1.822460 -3.366727 -0.2 -0.2 -0.6
H 1.346589 1.841640 -6.345392 0.0 0.0 0.0
C -0.585576 0.820286 -4.592653 0.4 0.0 0.2
C -1.128056 1.489658 -5.846713 -0.4 0.0 -0.2
C -0.449532 -0.682780 -4.827837 -0.2 -0.3 -0.1
H -0.564915 1.208392 -6.743904 -0.1 0.1 0.2
H -2.158118 1.156822 -6.008825 0.1 0.0 0.0
H -1.140308 2.582504 -5.748526 0.1 -0.2 0.0
H -2.425611 0.601381 -3.550562 0.0 0.1 0.1
H -1.640343 2.183784 -3.299703 0.1 -0.1 0.1
H 0.091413 -1.168131 -4.005023 -0.1 0.2 -0.1
C -1.465183 1.106556 -3.395858 -0.5 -0.1 0.1
H 0.072474 -0.890948 -5.773328 0.0 0.1 0.3
H -1.454571 -1.117582 -4.894076 0.2 -0.1 0.0
H -1.004580 0.735617 -2.473949 -0.1 0.1 -0.2
C 2.785042 2.056114 -4.716600 -0.2 0.0 -0.4
C 4.420829 0.516113 -2.364864 0.3 -0.2 0.1
H 4.962284 0.301824 -3.298111 -0.2 0.0 0.2
H 5.154008 0.524936 -1.547556 -0.1 -0.1 -0.1
C 3.743509 1.885342 -2.418623 -0.4 -0.2 -0.2
H 4.016570 2.213716 -0.337145 -0.2 0.0 0.0
C 4.739276 2.924298 -2.911969 0.4 0.2 0.2
H 4.266922 3.902568 -3.062168 0.0 -0.2 0.0
H 3.695700 -0.286676 -2.178330 0.1 0.2 0.0
H 2.398935 1.580495 -0.747043 0.1 0.1 -0.1
H 5.242852 2.614109 -3.834388 -0.1 0.1 0.1
H 5.525789 3.050382 -2.161880 -0.1 0.0 0.0
C 3.193852 2.262081 -1.060771 0.2 0.1 0.5
H 2.809016 3.287492 -1.072140 -0.1 -0.2 0.0
C 1.371804 1.349007 -3.104874 -0.2 -0.1 0.8
Cl -0.656487 -7.341802 1.829231 0.0 -0.1 0.0
C -0.051998 -6.191383 3.040255 0.1 0.9 -0.5
Cl -1.439003 -5.632143 4.025634 0.1 -0.3 0.1
Cl 1.144111 -6.953289 4.071503 0.0 -0.3 0.2
C 0.582521 -4.879977 2.284621 0.2 0.9 -0.7
O 1.701069 -4.514360 2.695893 -1.1 -0.7 -0.2
O -0.162059 -4.410800 1.392759 0.8 -0.7 1.0
```
Forces are in eV/Å.

As for the expectation value of S²: 2.014. The calculation puts the relative energy (zero: lowest compared OMol25 entry of this formula, charge and spin) at 9.2 kcal/mol. As for the HOMO energy (spin up / spin down): 0.091 / -0.017 hartree. The total charge is -2. As for the largest force on an atom: 2.39 eV Å⁻¹. The calculation puts the total energy at -3027.48859 hartree. The spin multiplicity is 3.

---

Record 5
C6H12BrN2Pd | ωB97M-V/def2-TZVPD

```
22
Properties=species:S:1:pos:R:3:forces:R:3
C -1.850831 0.868087 -2.718335 -0.5 1.3 -1.5
Pd -0.495125 1.042632 -1.230794 0.0 -0.5 1.3
N 0.501253 -0.769131 -1.913449 0.6 -1.2 -0.9
H 0.186591 2.651925 -1.082615 0.3 0.2 0.2
H 0.732641 2.103379 -0.678698 -0.1 0.8 -0.5
H -2.263431 1.897527 -2.713689 -0.5 -0.7 -0.5
H -2.619291 0.091561 -2.561475 0.3 0.3 -0.1
H -1.292651 0.742064 -3.669205 -0.6 -0.1 0.1
H 0.193167 -1.613535 -1.429454 0.2 0.3 0.0
H 1.501129 -0.651555 -1.761147 -0.2 -0.2 0.0
H 0.337867 -0.909059 -2.910700 0.1 0.1 0.3
Br -0.368652 -3.437753 2.580160 -0.1 -0.2 0.0
C 0.092816 -1.643973 2.181589 -0.8 1.1 -2.0
C 0.875657 -0.909821 3.071068 0.3 -1.6 1.4
C 1.187440 0.410630 2.745714 -0.3 2.2 -1.9
C 0.708234 0.945652 1.540516 1.1 -0.7 2.4
N -0.008994 0.204989 0.679638 -0.1 1.2 -0.7
C -0.367917 -1.060435 0.985732 0.5 -1.9 2.0
H 1.221082 -1.363381 3.999953 -0.1 0.1 -0.3
H 1.805500 1.030309 3.392003 -0.1 -0.1 0.0
H 0.908163 1.970151 1.223828 0.1 -0.3 0.4
H -0.984651 -1.600271 0.269361 0.0 0.0 0.3
```
Forces are in eV/Å.

As for the expectation value of S²: 2.017. The calculation puts the relative energy (zero: lowest compared OMol25 entry of this formula, charge and spin) at 26.6 kcal/mol. As for the HOMO energy (spin up / spin down): -0.028 / -0.117 hartree. The total charge is -1. As for the largest force on an atom: 2.89 eV Å⁻¹. The calculation puts the total energy at -3047.09926 hartree. The spin multiplicity is 3.

---

Record 6
C7H5FO2 | ωB97M-V/def2-TZVPD

```
15
Properties=species:S:1:pos:R:3:forces:R:3
C -0.034392 -1.101639 -0.051368 -0.3 -1.2 1.4
C -1.384550 -0.770229 -0.191562 1.2 2.4 0.1
C -1.864063 0.601074 -0.116770 -1.8 -0.7 -0.9
C -0.970459 1.665965 -0.005714 0.9 0.2 1.1
C 0.413164 1.354252 -0.016629 -0.4 -1.3 0.4
C 0.817087 -0.005186 -0.015476 2.0 1.8 -1.1
C 2.330172 -0.028396 -0.226892 -0.3 3.4 2.5
H -0.545102 -2.969653 1.061622 3.9 2.4 -4.1
H -2.995572 0.943083 -0.247785 2.5 -1.5 0.5
H -1.378839 2.671885 0.286998 0.6 -1.0 -0.9
H 1.346541 1.953306 0.071511 -1.6 0.5 -0.2
H 3.006533 0.959040 -0.048343 -2.2 -0.7 -0.6
O 0.352627 -2.477101 0.201967 -4.1 0.6 2.8
O 3.013403 -0.955492 -0.314795 1.9 -4.2 -1.0
F -2.106550 -1.840909 -0.386763 -2.2 -0.7 0.0
```
Forces are in eV/Å.

The calculation puts the relative energy (zero: lowest compared OMol25 entry of this formula, charge and spin) at 64.6 kcal/mol. As for the HOMO energy: -0.344 hartree. As for the largest force on an atom: 6.13 eV Å⁻¹. The calculation puts the total energy at -519.94403 hartree.

---

Record 7
CN4O2 | ωB97M-V/def2-TZVPD

```
7
Properties=species:S:1:pos:R:3:forces:R:3
C -1.641371 0.716885 0.733121 0.4 0.7 0.8
N 2.254511 0.728057 -0.294249 -1.0 1.2 -0.3
N -1.353628 0.358893 -0.552637 0.4 0.0 -0.8
N 2.974612 -0.079651 -0.067822 -0.9 0.9 -0.2
N -2.371946 -0.189012 0.022789 0.0 0.2 0.5
O 3.716878 -0.926206 0.170901 1.9 -2.1 0.6
O -3.247876 -0.963454 -0.128676 -0.8 -0.8 -0.5
```
Forces are in eV/Å.

The calculation puts the relative energy (zero: lowest compared OMol25 entry of this formula, charge and spin) at 142.4 kcal/mol. As for the HOMO energy: -0.392 hartree. As for the largest force on an atom: 2.86 eV Å⁻¹. The calculation puts the total energy at -407.34329 hartree.

---

Record 8
C6H16N2O | ωB97M-V/def2-TZVPD

```
25
Properties=species:S:1:pos:R:3:forces:R:3
C -2.423563 -0.096323 -0.121922 0.2 0.0 0.0
C -2.464690 -1.588560 -0.373608 0.0 0.1 0.0
C -1.111012 0.258782 -2.075315 -0.2 -0.1 0.4
O -1.993713 0.346306 0.971061 0.0 -0.1 -0.2
H -0.646470 -0.309300 1.624820 0.0 0.1 -0.1
H -3.171226 0.498545 -0.658317 0.1 0.0 0.0
H -3.231997 -2.016903 0.282545 0.0 0.0 0.0
H -2.716780 -1.830754 -1.404450 0.0 0.0 0.0
H -1.510440 -2.052203 -0.122721 0.0 0.0 0.0
H -0.711923 1.174719 -2.520898 0.0 0.0 0.0
H -0.437960 -0.578574 -2.286751 0.0 0.0 -0.1
H -2.077550 0.063294 -2.540447 0.0 0.0 -0.1
C 2.607769 -0.179506 0.701811 0.1 0.1 0.1
C 0.566689 1.236087 0.047912 0.0 0.1 0.1
C 1.148527 0.195831 0.844789 -0.3 -0.3 0.2
N 3.559330 0.870921 1.049468 -0.2 -0.1 0.0
N 0.391691 -0.498502 1.663463 0.3 0.2 -0.3
H 3.498965 1.655040 0.411461 0.0 0.0 0.0
H 3.394882 1.222162 1.985967 0.0 0.0 -0.1
H 0.776069 -1.260653 2.200867 0.0 0.1 -0.1
H 2.826670 -1.062343 1.309286 0.0 0.0 0.0
H 2.777829 -0.467122 -0.339502 -0.1 0.0 0.0
H 1.292997 1.808379 -0.523604 0.0 0.0 0.0
H -0.129549 1.867959 0.598179 0.0 0.0 0.0
H -0.214544 0.742718 -0.724091 0.0 -0.1 0.0
```
Forces are in eV/Å.

The calculation puts the relative energy (zero: lowest compared OMol25 entry of this formula, charge and spin) at 103.4 kcal/mol. As for the HOMO energy: -0.246 hartree. As for the largest force on an atom: 0.46 eV Å⁻¹. The calculation puts the total energy at -422.82202 hartree.